DFT (the ωB97M-V functional and the def2-TZVPD basis) results for a cluster of 2 separate species, C2H2Cl3NS in total in a non-equilibrium geometry.

Calculated values
- LUMO level (eV) = 0.2871
- structure (SMILES) = SC(Cl)(Cl)Cl.C#N
- total energy (hartree) = -1910.863168
- energy relative to the best compared isomer or geometry (same formula, charge and spin) (kJ/mol) = 119.41

Cartesian coordinates (Å):
S -1.28067 1.93936 -0.21877
C -1.80299 0.16669 0.03231
Cl -0.88342 -0.86668 1.14341
Cl -1.81310 -0.58586 -1.53504
Cl -3.53092 0.10977 0.75491
H -0.19176 1.78290 -0.76195
C 3.17330 -0.86892 0.25857
N 2.42829 -0.22256 -0.35847
H 3.90125 -1.45469 0.68503

***

DFT (the ωB97M-V functional and the def2-TZVPD basis) results for a cluster of 2 separate species, C3H11NO2 in total in a non-equilibrium geometry.

Calculated values
- LUMO level (eV) = 0.7600
- structure (SMILES) = C[C@H](O)CN.O
- total energy (hartree) = -326.065387
- energy relative to the best compared isomer or geometry (same formula, charge and spin) (kJ/mol) = 173.51

Cartesian coordinates (Å):
C 2.86179 0.20392 0.31985
C 1.64813 1.10292 0.09305
O 1.32701 1.33385 1.49513
C 0.41118 0.56198 -0.53940
N -0.80907 1.48551 -0.72039
H 3.52317 -0.01291 -0.49013
H 3.52395 0.68490 1.12564
H 2.63031 -0.84689 0.65427
H 1.97170 1.93833 -0.46061
H 1.58101 2.15702 1.78357
H 0.73362 0.17070 -1.65131
H -0.00377 -0.44536 -0.25261
H -0.31390 2.27789 -1.07822
H -0.90451 1.67778 0.22095
O -4.85593 -3.96741 -0.61218
H -4.18580 -4.40900 -1.21404
H -4.18759 -3.73543 0.10069

***

DFT (the ωB97M-V functional and the def2-TZVPD basis) results for a structure of composition C43H50As2N8O7PSTl.

Calculated values
- LUMO level (eV) = 0.5006
- total energy (hartree) = -8016.861897
- energy relative to the best compared isomer or geometry (same formula, charge and spin) (kJ/mol) = 14.20

Cartesian coordinates (Å):
Tl 0.89891 -0.91354 1.30704
C 2.75203 0.29960 7.08188
N 2.37487 0.61276 5.71675
C 1.67007 1.71357 5.31674
C 1.50856 1.59780 3.96519
N 2.08653 0.43901 3.53399
C 2.60347 -0.14143 4.60264
P 3.54568 -1.68961 4.70621
C 4.37106 -1.77293 3.08599
N 3.81170 -2.09093 1.93810
C 4.80742 -2.09524 1.00633
C 5.99451 -1.77469 1.60409
N 5.71327 -1.57509 2.92869
C 6.68386 -1.26683 3.96285
C 2.21154 -2.89156 4.38950
N 0.93210 -2.62527 4.23700
C 0.32048 -3.83506 4.03447
C 1.24404 -4.83758 4.07067
N 2.45047 -4.22990 4.30631
C 3.73597 -4.88523 4.43252
H 2.39042 1.09498 7.72779
H 2.30360 -0.64057 7.39989
H 3.83458 0.22852 7.17845
H 1.35254 2.46817 6.01596
H 0.98899 2.25304 3.28761
H 4.60614 -2.33973 -0.02444
H 6.99318 -1.67132 1.21513
H 7.61058 -0.95799 3.48642
H 6.32582 -0.45367 4.59033
H 6.87843 -2.13750 4.58875
H -0.73992 -3.91116 3.85563
H 1.15959 -5.90279 3.93798
H 3.62842 -5.92649 4.14037
H 4.46407 -4.41639 3.76995
H 4.09893 -4.83836 5.45946
O -1.37116 3.53237 0.10320
As 0.03950 2.42292 -0.12030
O -0.44364 1.53006 -1.61467
O -0.36910 1.36793 1.10272
C 0.80802 3.93199 -1.19789
C 0.39915 4.20862 -2.49506
C 1.03148 5.20594 -3.22814
C 2.08508 5.93472 -2.69142
C 2.52412 5.66119 -1.40597
C 1.86705 4.67499 -0.68939
S 2.42526 4.17333 0.88908
O 1.25184 3.95974 1.69295
O 3.51552 4.95230 1.36329
O 3.00998 2.72557 0.54366
H -1.89125 3.16516 0.83191
H -0.40472 3.63768 -2.93741
H 0.69999 5.41157 -4.23849
H 2.56916 6.70507 -3.27647
H 3.34870 6.19728 -0.95518
O 2.18413 -1.87772 -1.41533
H 1.30274 -2.13816 -1.71233
H 2.15307 -0.90666 -1.46620
C -2.08129 -0.93563 -7.76953
C -1.99668 -0.59980 -6.30668
C -0.77692 -0.39359 -5.68214
C -0.67054 -0.10305 -4.32616
C 0.72543 0.10030 -3.78907
C -1.85045 -0.00404 -3.55946
As -1.60824 0.23069 -1.63360
N -0.81521 -1.18234 -1.00777
C -1.37745 -2.43663 -1.13367
C -2.62955 -2.73602 -1.70420
C -3.10752 -4.03406 -1.78934
C -2.36697 -5.10070 -1.30225
C -1.13629 -4.82954 -0.71570
C -0.65222 -3.53649 -0.62957
C -3.16089 0.98290 -0.73991
C -3.62975 0.44489 0.46798
C -2.96364 -0.67485 1.21868
C -4.76203 1.01641 1.04772
C -5.42527 2.09089 0.48163
C -6.65344 2.67668 1.12047
C -4.91560 2.62752 -0.69302
C -3.78752 2.10780 -1.30942
C -3.27650 2.84208 -2.51896
C -3.09557 -0.21642 -4.17216
C -4.44181 -0.13686 -3.49009
C -3.13953 -0.50549 -5.53219
H -1.09390 -0.94577 -8.22923
H -2.69829 -0.21115 -8.30355
H -2.53191 -1.91904 -7.91430
H 0.13509 -0.47021 -6.26411
H 1.44610 -0.34804 -4.47240
H 0.86484 -0.33911 -2.80283
H 0.95484 1.16195 -3.69358
H -3.25387 -1.93320 -2.07246
H -4.07829 -4.20779 -2.23949
H -2.74087 -6.11349 -1.36983
H -0.53794 -5.63954 -0.31393
H 0.30378 -3.36394 -0.14901
H -1.93371 -0.39791 1.44421
H -2.95733 -1.60820 0.65739
H -3.49261 -0.84750 2.15554
H -5.12490 0.60231 1.98181
H -6.89056 2.17241 2.05630
H -7.51536 2.58434 0.45708
H -6.51492 3.73858 1.32987
H -5.39835 3.49194 -1.13711
H -4.08946 3.39334 -2.99124
H -2.82324 2.19840 -3.26956
H -2.52469 3.55893 -2.18823
H -4.40141 -0.11376 -2.40789
H -5.05057 -0.99279 -3.78554
H -4.96738 0.76595 -3.81060
H -4.11003 -0.67091 -5.99007
N 2.58788 0.79052 -0.59188
C 2.08052 1.81927 -0.07569
H 3.60518 0.78720 -0.48008

***

DFT (the ωB97M-V functional and the def2-TZVPD basis) results for a cluster of 7 separate species, C16H46N4O7 in total in a non-equilibrium geometry.

Calculated values
- LUMO level (eV) = 0.5102
- structure (SMILES) = NC(N)=O.NC(N)=O.CC(C)O.CC(C)O.CC(C)O.CC(C)O.CCO
- total energy (hartree) = -1382.999566
- energy relative to the best compared isomer or geometry (same formula, charge and spin) (kJ/mol) = 29.74

Cartesian coordinates (Å):
N 2.41864 -3.20595 0.57967
C 3.54162 -2.49346 0.22416
N 4.68579 -3.24791 0.12937
O 3.52697 -1.29003 0.00771
H 2.60911 -4.06186 1.06995
H 1.64623 -2.58970 0.82434
H 5.53720 -2.80352 -0.15085
H 4.59437 -4.23668 0.26862
N -1.09196 0.34980 0.36845
C -0.06917 -0.52923 0.33598
N 0.94370 -0.15982 -0.49214
O -0.07073 -1.62805 0.90586
H -0.95422 1.23392 -0.11680
H -1.97860 0.09944 0.76210
H 1.80101 -0.69298 -0.44614
H 0.92347 0.76702 -0.87875
C -2.63354 2.29123 -2.73365
C -2.02487 3.16048 -1.64945
C -2.87680 3.25872 -0.39949
O -0.74400 2.60686 -1.30508
H -3.64335 2.59746 -3.01337
H -2.65382 1.25319 -2.38983
H -2.02448 2.27497 -3.64010
H -1.85895 4.16881 -2.04666
H -2.36184 3.77072 0.41089
H -3.15479 2.25333 -0.07744
H -3.78579 3.81122 -0.63875
H -0.11744 2.90489 -1.98501
C 2.74988 3.66696 -4.68044
C 1.39776 3.05767 -4.34696
C 1.43680 1.65516 -3.79414
O 0.77603 3.86285 -3.31153
H 3.42707 3.56468 -3.83113
H 2.59318 4.73546 -4.83497
H 3.20934 3.20308 -5.55166
H 0.71892 3.10234 -5.20584
H 1.95609 0.93290 -4.42014
H 0.44127 1.27314 -3.56077
H 1.94711 1.68074 -2.82371
H 0.56914 4.72784 -3.67641
C 1.00929 3.58710 1.71281
C 2.51577 3.45012 1.94375
C 3.17683 2.40354 1.06751
O 3.13325 4.71101 1.68312
H 0.49200 2.68900 2.06631
H 0.80691 3.70293 0.64908
H 0.60245 4.40502 2.31039
H 2.69163 3.09435 2.96686
H 2.73756 1.41969 1.25194
H 4.21335 2.31150 1.39654
H 3.12139 2.56924 -0.00885
H 2.87606 5.31110 2.38892
C -3.31042 -2.80493 1.54635
C -4.49884 -3.69802 1.32241
C -5.14554 -4.06550 2.65630
O -5.45907 -2.94276 0.56263
H -3.61749 -1.82493 1.92785
H -2.77178 -2.53541 0.63320
H -2.56051 -3.19403 2.23351
H -4.21483 -4.59193 0.75929
H -6.00104 -4.72785 2.53280
H -5.31057 -3.18003 3.26734
H -4.41171 -4.62945 3.25023
H -6.24025 -3.49335 0.45809
C 1.08731 -5.61211 3.11140
C 0.06955 -4.59507 2.63246
O 0.43189 -3.32665 3.14758
H 2.01265 -5.46286 2.54569
H 0.80451 -6.62938 2.82967
H 1.29734 -5.52832 4.17397
H -0.95051 -4.87239 2.92941
H 0.06613 -4.59366 1.53453
H -0.05969 -2.67169 2.63105

***

DFT (the ωB97M-V functional and the def2-TZVPD basis) results for a cluster of 2 separate species, C3H9NS in total in a non-equilibrium geometry.

Calculated values
- LUMO level (eV) = 0.7790
- structure (SMILES) = C/C=C/N.S
- total energy (hartree) = -572.598942
- energy relative to the best compared isomer or geometry (same formula, charge and spin) (kJ/mol) = 108.04

Cartesian coordinates (Å):
C -1.62708 0.70424 -1.46844
C -1.00101 0.05045 -0.27097
C 0.16503 -0.58061 -0.29421
N 0.78420 -1.17035 0.85424
H -0.91946 0.71797 -2.29677
H -2.49998 0.12473 -1.77093
H -1.95042 1.72429 -1.27229
H -1.60146 -0.04264 0.63185
H 0.82738 -0.51950 -1.14984
H 0.11197 -1.33217 1.59696
H 1.22746 -2.05835 0.61879
S 2.79923 0.80521 1.82425
H 1.92722 1.81585 1.66723
H 1.75692 -0.23914 1.33013

***

DFT (the ωB97M-V functional and the def2-TZVPD basis) results for a cluster of 2 separate species, C13H9Cl2F4NO2S in total in a non-equilibrium geometry.

Calculated values
- LUMO level (eV) = 0.6633
- structure (SMILES) = O=S(=O)([C@@H](F)c1ccccc1)C(F)(F)F.Clc1cccc(Cl)n1
- total energy (hartree) = -2424.003133

Cartesian coordinates (Å):
O 0.72596 0.61732 2.49327
S 0.80622 1.84523 1.74009
O 0.18566 3.05875 2.26585
C 0.34472 1.43989 -0.00781
F 0.64133 0.14005 -0.17766
C -1.10953 1.73658 -0.26663
C -1.43236 2.00492 -1.60733
C -2.77355 2.19357 -1.96573
C -3.79473 2.14360 -1.02554
C -3.44825 1.85875 0.29968
C -2.11082 1.67406 0.70684
C 2.62111 2.30842 1.53831
F 3.23441 2.39493 2.72076
F 2.69419 3.48229 0.85077
F 3.24270 1.32549 0.73893
H 1.04704 2.12982 -0.60834
H -0.62079 2.14734 -2.33451
H -2.99194 2.37769 -2.99726
H -4.85381 2.22155 -1.32540
H -4.21321 1.78160 1.05799
H -1.87773 1.53018 1.80670
Cl -1.52004 -2.24026 -0.21189
C -0.02011 -3.03413 -0.29255
C 0.17103 -4.41019 -0.35096
C 1.44028 -4.93259 -0.38045
C 2.51164 -4.04209 -0.39742
C 2.22749 -2.67397 -0.36911
Cl 3.41788 -1.46883 -0.41108
N 1.00458 -2.17766 -0.32800
H -0.70001 -5.06460 -0.35390
H 1.62145 -5.99935 -0.40250
H 3.52920 -4.36837 -0.40511

***

Table of HOMO-LUMO gap (eV), in record order: 10.16 10.98 7.48 9.98 8.97 10.01